16
Properties=species:S:1:pos:R:3:mulliken_charge:R:1 method="wB97M-V/def2-TZVPD" orbital_gap_ev=9.2 lumo_energy_ha=0.0211 energy_ev=-18200.943 max_force_ev_per_a=6.27 relative_energy_kcal_mol=48.9
O 1.19277 0.07202 2.23847 -0.54
C 1.17466 -0.01060 0.80581 -0.48
C -0.21165 -0.13634 0.14772 -0.35
C -0.15778 -1.17691 -0.94021 -0.50
S -0.25697 -0.15094 -2.40711 -0.26
H 0.45975 -0.50630 2.56185 0.33
H 1.76303 0.85702 0.39387 0.24
H 1.80926 -0.94982 0.57483 0.26
H -1.11629 -0.38525 0.89119 0.24
H -0.69405 0.82409 -0.29208 0.34
H -1.05923 -1.83178 -0.73682 0.28
H 0.81406 -1.69529 -0.89947 0.34
H 0.95782 -0.19382 -2.82200 0.10
O -1.33904 1.34396 1.95062 -0.57
H -0.64122 1.76975 2.60484 0.33
H -1.84287 1.14180 2.64494 0.26